{"formula": "C5H12O2", "method": "ωB97M-V/def2-TZVPD", "species": ["C", "C", "C", "O", "C", "C", "O", "H", "H", "H", "H", "H", "H", "H", "H", "H", "H", "H", "H"], "xyz": [[-0.5158, 2.3884, -0.7993], [-1.1804, 1.0543, -0.6585], [-0.6632, 0.0030, 0.1388], [-1.5725, -0.9896, 0.4452], [0.7596, -0.3986, 0.0861], [1.3064, -1.3806, 1.0723], [0.5654, -2.6076, 0.9750], [-0.3388, 2.6399, -1.8521], [-1.1336, 3.1955, -0.3818], [0.4574, 2.4145, -0.2949], [-0.2702, -0.0957, -2.1754], [-2.2323, 0.9671, -0.9188], [-0.3303, 0.6204, 1.0528], [-1.0651, -1.8181, 0.5315], [1.4506, 0.3570, -0.2776], [0.3013, -0.5750, -1.9284], [1.2733, -1.0284, 2.1184], [2.3627, -1.5588, 0.8287], [0.6807, -3.0968, 1.7994]], "mulliken_charge": [-1.097, -0.477, 0.731, -0.591, -0.806, -0.527, -0.580, 0.303, 0.316, 0.322, 0.062, 0.464, 0.088, 0.435, 0.468, 0.001, 0.313, 0.270, 0.304], "e_homo_ev": [-7.3, -7.4], "spin_multiplicity": 1, "de_lowest_kcal_mol": 132.3, "max_force_ha_per_bohr": 0.0230, "gap_ev": [7.601, 8.010], "total_energy_ha": -347.993965, "lumo_ev": [0.3, 0.6]}


{"formula": "C2HF2N", "method": "ωB97M-V/def2-TZVPD", "species": ["C", "C", "N", "F", "F", "H"], "xyz": [[0.0466, 1.0451, -0.0058], [0.0490, -0.3632, 0.1374], [-0.1757, 2.1242, -0.2683], [1.2952, -0.8876, 0.2159], [-0.7052, -1.0007, 1.0666], [-0.5100, -0.9177, -1.1458]], "mulliken_charge": [0.086, 0.363, -0.243, -0.204, -0.195, 0.194], "e_homo_ev": -12.0, "spin_multiplicity": 1, "de_lowest_kcal_mol": 36.2, "max_force_ha_per_bohr": 0.1356, "gap_ev": 11.862, "total_energy_ha": -331.209635, "lumo_ev": -0.1}


{"formula": "C21H25F2N5O4", "method": "ωB97M-V/def2-TZVPD", "species": ["C", "C", "C", "N", "C", "O", "N", "C", "O", "C", "C", "N", "C", "C", "C", "C", "C", "O", "C", "F", "F", "C", "C", "N", "C", "C", "N", "C", "C", "O", "C", "C", "H", "H", "H", "H", "H", "H", "H", "H", "H", "H", "H", "H", "H", "H", "H", "H", "H", "H", "H", "H", "H", "H", "H", "H", "H"], "xyz": [[-3.0808, -4.0809, 0.6104], [-4.0040, -3.8770, -0.5833], [-3.6450, -2.5891, -1.5026], [-3.7388, -1.4620, -0.7635], [-4.9624, -0.9919, -0.5471], [-6.0367, -1.1457, -0.7586], [-4.9895, 0.4488, 0.2129], [-3.7222, 0.9549, 0.8133], [-3.9183, 2.2165, 1.4995], [-2.6304, 0.3160, 0.3480], [-2.6015, -1.0625, -0.4493], [-1.4408, -1.4514, -0.4432], [-0.6586, -0.6301, 0.2693], [0.9118, -0.5056, 0.1434], [1.3757, -2.0087, -0.0017], [2.7045, -2.2575, 0.4252], [3.5821, -1.1761, 0.0817], [4.9295, -1.5116, 0.0843], [5.3976, -2.5207, -0.2851], [6.9525, -2.4762, -0.5257], [5.5584, -3.5146, 0.9109], [3.0181, 0.2154, 0.0797], [1.8588, 0.2687, 0.1630], [-1.2623, 0.5378, 0.5714], [-0.8547, 1.5689, 1.6525], [-0.7308, 3.0601, 0.7302], [0.3669, 3.2714, 0.1874], [1.2922, 3.9892, 0.7806], [2.5298, 4.2660, 0.2566], [2.4294, 4.9076, -1.0863], [1.4623, 4.1004, -1.7436], [0.1795, 4.0660, -1.4456], [-3.2565, -5.0411, 1.2145], [-2.0943, -4.1000, 0.3115], [-3.1375, -3.2954, 1.1391], [-4.0231, -4.6959, -1.3084], [-5.0790, -3.7835, -0.0502], [-2.7793, -2.7516, -1.9459], [-4.5226, -2.5445, -2.3230], [-5.7869, 0.7699, 0.4009], [0.5098, -2.7591, 0.2873], [3.0768, -3.2043, 0.1400], [5.1463, -3.2690, -1.0092], [3.7586, 0.8405, -0.0678], [1.2794, 1.4332, 0.1431], [0.2637, 1.2218, 1.9225], [-1.4962, 1.5990, 2.4663], [-1.0711, 3.6133, 1.5063], [-1.7065, 2.8640, 0.0995], [1.5028, 3.4347, 1.6772], [0.9592, 5.0292, 1.1337], [3.3659, 4.7771, 0.7262], [3.1289, 3.2985, -0.1008], [1.4384, 4.7588, -2.8851], [1.8606, 3.0162, -2.0171], [-0.4024, 3.3091, -1.8266], [-0.2578, 4.7077, -1.0663]], "mulliken_charge": [-1.557, -0.204, -1.397, 0.132, 0.410, -0.400, -0.190, 0.771, -0.716, -0.295, 0.669, -0.497, -0.594, 0.646, -0.544, -0.986, 0.257, -0.266, 0.269, -0.340, -0.365, -1.514, 1.174, 0.489, -1.024, -0.838, 0.275, 0.020, -0.528, -0.397, -0.203, -1.472, 0.331, 0.370, 0.551, 0.424, 0.218, 0.612, 0.363, 0.055, 0.142, 0.558, 0.322, 0.713, -0.042, 0.366, 0.654, 0.411, 0.366, 0.376, 0.302, 0.432, -0.154, 0.262, 0.233, 0.420, 0.928], "e_homo_ev": -8.1, "spin_multiplicity": 1, "max_force_ha_per_bohr": 0.3871, "gap_ev": 7.169, "smiles": "CCCn1c(=O)[nH]c(=O)c2c1nc(-c1ccc(OC(F)F)cc1)n2CCN1CCOCC1", "total_energy_ha": -1588.869130, "lumo_ev": -1.0}


{"formula": "C24H23Cl3N7O3Ru", "method": "ωB97M-V/def2-TZVPD", "species": ["Ru", "O", "C", "C", "C", "C", "C", "C", "C", "N", "N", "C", "O", "C", "C", "C", "C", "C", "C", "H", "H", "H", "H", "H", "H", "H", "H", "H", "H", "Cl", "C", "C", "C", "Cl", "C", "O", "C", "Cl", "C", "H", "H", "C", "N", "C", "C", "N", "N", "C", "N", "N", "H", "H", "H", "H", "H", "H", "H", "H", "H", "H", "H"], "xyz": [[0.2224, -0.1659, 0.5904], [-1.8018, 0.6775, 0.9848], [-2.8446, 0.1752, 0.4592], [-3.9405, -0.1712, 1.3006], [-5.0954, -0.7048, 0.8054], [-5.2357, -0.9301, -0.5701], [-4.2006, -0.6286, -1.4186], [-2.9882, -0.1019, -0.9508], [-1.9158, 0.0739, -1.8635], [-0.7226, 0.4111, -1.4946], [0.2551, 0.5242, -2.3767], [1.4299, 0.8644, -1.8558], [1.6225, 1.1759, -0.6507], [2.5937, 0.7521, -2.7658], [3.7670, 1.4473, -2.4894], [4.9050, 1.1968, -3.2339], [4.8804, 0.2365, -4.2315], [3.7090, -0.4447, -4.5205], [2.5619, -0.1887, -3.7928], [-3.8015, 0.0022, 2.3578], [-5.8993, -0.9620, 1.4817], [-6.1490, -1.3567, -0.9536], [-4.2972, -0.8179, -2.4784], [-2.1158, -0.1382, -2.9172], [3.7738, 2.1552, -1.6752], [5.8150, 1.7377, -3.0319], [5.7829, 0.0132, -4.7787], [3.7018, -1.1840, -5.3093], [1.6453, -0.7318, -3.9733], [4.3867, -0.0648, 6.7377], [3.3858, -0.5321, 5.4158], [2.7206, 0.4419, 4.6842], [1.9404, 0.0593, 3.6137], [1.1415, 1.2294, 2.6172], [1.7746, -1.2984, 3.2239], [1.0448, -1.6713, 2.2531], [2.4945, -2.2305, 4.0171], [2.3510, -3.8853, 3.5549], [3.2831, -1.8767, 5.0852], [2.8095, 1.4842, 4.9453], [3.8084, -2.6257, 5.6580], [-1.9716, -3.4473, 2.6551], [-1.0814, -4.0773, 1.7082], [-0.8304, -5.4932, 1.8347], [-0.4846, -3.2918, 0.7651], [-0.9874, -2.1952, 0.3250], [0.7029, -3.7772, 0.2495], [1.6984, -3.0009, -0.2897], [2.8793, -3.6848, -0.4572], [1.5179, -1.7983, -0.6813], [-1.9105, -3.9666, 3.6102], [-3.0107, -3.4527, 2.3149], [-1.6516, -2.4161, 2.8089], [-1.4653, -5.8904, 2.6226], [0.2056, -5.7279, 2.1014], [-1.0850, -6.0078, 0.9050], [-1.9137, -1.9959, 0.6914], [1.0289, -4.6304, 0.6790], [3.0469, -4.4867, 0.1270], [3.6996, -3.1277, -0.6316], [2.3447, -1.3924, -1.1139]], "mulliken_spin": [1.055, -0.027, 0.004, -0.015, 0.010, -0.013, 0.010, 0.003, -0.010, -0.067, -0.008, -0.022, 0.051, 0.005, 0.000, 0.000, -0.001, 0.000, -0.001, 0.000, 0.001, -0.001, 0.000, -0.004, 0.001, 0.000, 0.000, 0.000, 0.000, 0.000, 0.001, -0.001, -0.018, 0.055, 0.010, 0.010, 0.006, 0.000, 0.000, 0.001, 0.000, 0.000, -0.007, 0.001, -0.015, -0.024, 0.000, 0.003, 0.002, 0.010, 0.000, 0.000, 0.001, 0.000, 0.000, -0.001, -0.005, 0.000, 0.000, 0.000, 0.000], "e_homo_ev": [-7.2, -7.2], "spin_multiplicity": 2, "de_lowest_kcal_mol": 94.1, "max_force_ha_per_bohr": 0.1040, "gap_ev": [5.816, 6.462], "total_energy_ha": -3012.777976, "lumo_ev": [-1.4, -0.7]}


{"formula": "H8O4", "method": "ωB97M-V/def2-TZVPD", "species": ["O", "H", "H", "O", "H", "H", "O", "H", "H", "O", "H", "H"], "xyz": [[-0.9942, -0.4958, 0.8096], [-1.8967, -0.8007, 0.7357], [-0.4849, -1.2476, 1.2754], [3.4166, 1.6968, 0.0504], [2.8736, 1.4174, -0.7022], [3.0644, 1.0496, 0.7596], [-5.0202, 0.2901, -0.4167], [-4.6006, 1.1430, -0.5597], [-5.8647, 0.6094, -0.1758], [2.7206, -1.3077, -0.4474], [2.9783, -2.1507, -0.0052], [2.9487, -1.4878, -1.2957]], "mulliken_charge": [-0.643, 0.314, 0.326, -0.646, 0.312, 0.323, -0.621, 0.320, 0.304, -0.566, 0.301, 0.276], "e_homo_ev": -10.8, "spin_multiplicity": 1, "de_lowest_kcal_mol": 34.4, "max_force_ha_per_bohr": 0.0883, "gap_ev": 11.403, "smiles": "O.O.O.O", "total_energy_ha": -305.724380, "lumo_ev": 0.6}